Entry 1:
The following is a DFT calculation (ωB97M-V with the def2-TZVPD basis set) of 3 unconnected molecules or ions with the total composition C4H15NO3 in a non-equilibrium geometry.

The geometry in XYZ format:
```
23
Properties=species:S:1:pos:R:3:forces:R:3
C 0.749603 1.121486 2.239716 2.64 1.50 0.92
C 0.336822 0.128163 1.220204 -0.39 -2.18 -0.54
N 1.486470 -0.535358 0.533730 -1.58 0.69 -0.54
C -0.732133 0.748924 0.310058 -0.32 0.14 1.51
C -1.312344 0.026792 -0.861829 -1.68 -0.77 -1.35
O -2.371368 -0.916046 -0.507014 0.40 -0.16 0.76
H 0.095082 1.678216 2.919230 -0.67 -1.12 0.04
H 1.191804 2.008950 1.752375 0.28 -0.39 -0.35
H 1.610139 0.661535 2.801620 -0.94 0.60 -0.05
H -0.139303 -0.732739 1.723628 -0.19 0.44 0.05
H 2.249059 -0.785827 1.140170 0.16 0.33 -0.03
H 1.717146 0.003461 -0.290053 0.61 -0.06 0.16
H -1.487722 0.934048 1.122626 -0.06 0.09 -1.27
H -0.438126 1.734019 -0.058325 0.31 0.01 0.14
H -1.884049 0.726868 -1.508185 0.97 0.12 0.19
H -0.602676 -0.542407 -1.478055 0.17 0.59 0.33
H -2.641183 -1.360519 -1.317058 -0.29 0.36 -0.11
O 1.136882 0.963841 -2.238998 0.06 0.57 0.04
H 1.193699 1.931794 -2.267679 -0.04 -0.35 0.00
H 1.967906 0.666106 -2.612973 0.18 -0.12 -0.18
O -0.737062 -3.152440 -1.108603 0.02 0.42 0.16
H -1.405494 -2.457606 -0.939502 0.57 -0.64 0.33
H 0.016848 -2.851262 -0.575084 -0.19 -0.10 -0.21
```
Positions in Å, forces in eV/Å.

Computed properties:
Strongest force on any atom, eV/A: 3.18
HOMO-LUMO gap, Ha: 0.3519
Energy, eV: -12022.988
Total charge: 0
E_LUMO, eV: 0.4
Relative energy (zero: lowest compared OMol25 entry of this formula, charge and spin), kJ/mol: 118.74
HOMO energy, eV: -9.21

***

Entry 2:
The following is a DFT calculation (ωB97M-V with the def2-TZVPD basis set) of a single C8H11N3OS3 molecule in a non-equilibrium geometry.

The geometry in XYZ format:
```
26
Properties=species:S:1:pos:R:3:forces:R:3
C 2.180765 -2.639825 -1.381233 0.57 0.63 0.01
C 0.305465 -0.382783 1.673581 -3.25 -1.68 4.74
C 1.219346 -0.067100 0.726848 6.31 0.95 -2.07
C -0.894416 0.587646 0.161776 -2.74 1.69 -1.96
C 0.402159 -1.164497 3.033421 0.69 -0.51 -1.48
C -2.282731 0.552629 -1.927061 -1.09 -0.14 1.39
C -2.178786 2.680541 -0.755186 0.13 0.81 1.03
C -2.137488 1.166981 -0.555300 -0.96 -1.11 2.30
N 1.505748 -3.468158 -1.769614 -1.38 -1.54 -0.39
N -0.924238 -0.011563 1.312542 -0.47 -0.13 -0.01
N 3.020820 -1.671394 -1.092304 1.09 0.74 -0.79
O 4.008203 0.186509 -0.018514 0.79 1.99 -0.67
S 3.802905 -1.918457 1.874391 0.01 -0.45 -0.20
S 0.683515 0.667148 -0.673784 -0.27 0.16 0.73
S 3.190037 -0.896672 0.391647 -1.95 -1.32 2.23
H -0.665581 -1.265405 3.445705 1.77 -0.24 -0.87
H 0.972961 -2.139772 2.673188 -1.53 1.50 1.20
H 1.054689 -0.739784 3.840740 -0.42 -0.03 -1.01
H -1.390608 0.594842 -2.416224 2.64 0.55 -1.66
H -2.994780 1.117720 -2.456464 -0.94 0.44 -0.86
H -2.518260 -0.472606 -1.972573 -0.64 -1.34 0.40
H -1.201896 3.022913 -1.006937 0.89 0.42 -0.45
H -2.507991 3.355155 0.052309 0.24 -0.87 0.38
H -2.839888 2.979964 -1.544671 -0.30 -0.28 -0.69
H -2.969767 0.847462 0.157951 0.78 0.38 -1.14
H 3.159817 -0.921494 -1.774236 0.02 -0.65 -0.18
```
Positions in Å, forces in eV/Å.

Computed properties:
Strongest force on any atom, eV/A: 6.71
Spin multiplicity: 3
HOMO-LUMO gap (spin up / spin down), Ha: 0.2168 / 0.2230
Energy, eV: -47490.802
Total charge: 0
E_LUMO (spin up / spin down), eV: -0.3 / -3.3
⟨S²⟩: 2.022
HOMO energy (spin up / spin down), eV: -6.22 / -9.36

***

Entry 3:
The following is a DFT calculation (ωB97M-V with the def2-TZVPD basis set) of a gas-phase ion, C3H8N3S2 (charge +1) in a non-equilibrium geometry.

The geometry in XYZ format:
```
16
Properties=species:S:1:pos:R:3:forces:R:3
C 1.687138 -0.524238 1.149256 0.94 0.70 0.82
C 2.474513 0.502687 0.413048 -0.23 0.31 0.74
C -0.031027 0.110026 -0.158134 -0.09 -1.54 1.06
N 0.482659 -0.727371 0.838906 -1.67 -1.17 -1.10
N -2.715750 0.351089 0.033236 -0.37 -0.31 -0.61
N -0.747060 -0.683793 -1.182928 -0.20 -0.13 -0.12
S 1.357641 1.118958 -0.878600 -0.47 0.43 -0.76
S -1.350265 1.244572 0.601146 1.09 1.96 0.71
H 2.139577 -1.100416 1.940484 0.22 -0.32 -0.08
H 2.771655 1.323351 1.069480 0.01 0.15 -0.28
H 3.370588 0.073451 -0.036589 0.17 0.09 -0.17
H -3.201680 -0.118896 0.794096 0.20 -0.12 0.01
H -3.370344 0.963416 -0.446179 0.01 0.04 0.07
H -0.538110 -0.355348 -2.130897 -0.04 -0.02 -0.02
H -1.807160 -0.497156 -0.911409 0.35 -0.25 -0.30
H -0.522380 -1.680337 -1.094914 0.05 0.19 0.04
```
Positions in Å, forces in eV/Å.

Computed properties:
Strongest force on any atom, eV/A: 2.35
Spin multiplicity: 3
HOMO-LUMO gap (spin up / spin down), Ha: 0.1729 / 0.1930
Energy, eV: -29369.443
Total charge: +1
E_LUMO (spin up / spin down), eV: -3.5 / -7.9
Relative energy (zero: lowest compared OMol25 entry of this formula, charge and spin), kJ/mol: 5.45
⟨S²⟩: 2.016
HOMO energy (spin up / spin down), eV: -8.17 / -13.16